85
Properties=species:S:1:pos:R:3 method="wB97M-V/def2-TZVPD" s_squared=2.0067 charge=0 lumo_ev="0.260 / 0.257" gap_ev="7.14 / 7.53" multiplicity=3 max_force_ha_per_bohr=0.010
Ti 0.3076 -1.3249 0.4907
C 2.0690 -2.4154 5.2585
C 3.0676 -2.2448 4.1175
C 3.4161 -0.7635 3.9505
C 2.5941 -2.8727 2.8174
C 3.5059 -3.2177 1.8278
C 3.1189 -3.9179 0.6907
C 1.7972 -4.2972 0.4973
C 1.4056 -5.2050 -0.6346
C 0.8561 -3.8701 1.4388
C 1.2560 -3.1830 2.5835
H 2.5250 -2.0946 6.1962
H 1.7499 -3.4527 5.3780
H 1.1795 -1.8019 5.0933
H 3.9865 -2.7785 4.3830
H 2.5622 -0.2160 3.5478
H 4.2621 -0.6145 3.2764
H 3.6739 -0.3328 4.9208
H 4.5550 -2.9764 1.9693
H 3.8671 -4.2086 -0.0388
H 1.6649 -6.2382 -0.3943
H 1.9274 -4.9430 -1.5564
H 0.3328 -5.1647 -0.8236
H -0.1783 -4.1953 1.3689
H 0.5122 -2.9734 3.3380
C 0.2869 3.4569 2.3004
O -0.2410 4.6409 1.6849
C -1.2282 4.5868 0.7573
C -2.0755 5.6953 0.7494
C -3.1533 5.7685 -0.1092
C -3.4043 4.7245 -0.9943
C -2.5424 3.6448 -1.0305
C -1.4432 3.5626 -0.1737
N -0.5264 2.4822 -0.2635
C -0.8152 1.1876 -0.5768
N -2.0469 0.7742 -0.2695
C -2.5735 -0.5369 -0.3873
C -1.7677 -1.6519 -0.1747
C -2.4252 -2.8806 -0.3220
C -3.7852 -2.9908 -0.5904
C -4.5621 -1.8452 -0.7236
C -3.9461 -0.6137 -0.6156
O -4.6904 0.5453 -0.7373
C -5.0870 1.1160 0.5174
N 0.1057 0.3581 -1.0485
C 1.1124 0.8595 -1.8963
C 2.3856 0.2976 -1.8454
C 3.4082 0.6700 -2.7064
C 3.1749 1.6213 -3.6819
C 1.9008 2.1580 -3.8060
C 0.8704 1.7728 -2.9486
O -0.4177 2.1861 -3.1517
C -0.6190 3.3620 -3.9272
H 0.6848 3.7889 3.2556
H 1.0994 3.0328 1.7142
H -0.4807 2.7015 2.4670
H -1.8722 6.4775 1.4688
H -3.8062 6.6310 -0.0775
H -4.2511 4.7579 -1.6667
H -2.6963 2.8496 -1.7501
H 0.4467 2.7175 -0.3893
H -2.6620 1.4804 0.1003
H -1.8638 -3.8057 -0.2026
H -4.2489 -3.9668 -0.6736
H -5.6277 -1.8867 -0.9093
H -6.1657 1.0195 0.6421
H -4.8268 2.1771 0.5212
H -4.5823 0.6154 1.3466
H 2.5972 -0.4448 -1.0874
H 4.3840 0.2149 -2.5968
H 3.9606 1.9329 -4.3575
H 1.6972 2.8653 -4.5944
H -1.6503 3.6614 -3.7781
H -0.4527 3.1670 -4.9888
H 0.0444 4.1626 -3.5949
I -1.0603 -0.3815 2.8388
C 1.8217 -0.0421 1.1698
H 2.9055 -0.1805 1.0710
H 1.6339 0.9841 1.4900
C 0.4939 -2.3697 -4.0211
C 0.5840 -2.3873 -2.5655
N 0.5850 -2.3597 -1.4219
H 1.4358 -2.6857 -4.4637
H 0.2736 -1.3471 -4.3276
H -0.3093 -3.0289 -4.3444